Here is a 3-piece molecular cluster, C2H12NO2 overall in a non-equilibrium geometry from the OMol25 dataset. Energies are from ωB97M-V/def2-TZVPD.

Cartesian coordinates (Å):
1 O -1.8589 0.9336 2.5078
2 O 1.4373 -2.4530 -1.0762
3 N 0.1306 0.0348 0.6574
4 C 0.5304 0.7163 -1.8173
5 C -0.0814 1.0843 -0.4337
6 H 0.0906 -0.8495 0.1628
7 H 2.0523 -3.1783 -0.9682
8 H 0.0521 1.4404 -2.4575
9 H 0.2932 2.0378 -0.0153
10 H -2.5026 1.1454 3.2941
11 H 1.6608 0.5142 -1.6917
12 H -2.4227 1.0386 1.7194
13 H 1.0160 0.1649 1.0680
14 H 0.0663 -0.2332 -2.1941
15 H -1.1672 1.1814 -0.7832
16 H 1.2230 -2.5200 -2.0543
17 H -0.5979 0.3656 1.3710

Properties
ΔE to the lowest compared entry with this formula, charge and spin	1.3245	eV
HOMO energy	-15.49	eV
LUMO	-3.13	eV
net charge	+1
electronic energy	-7846.82154	eV
gap between HOMO and LUMO	12.366	eV



Here is an isolated ion of composition C8H9N3S and charge +2 in a non-equilibrium geometry from the OMol25 dataset. Energies are from ωB97M-V/def2-TZVPD.

Cartesian coordinates (Å):
1 S 2.5890 -1.1686 0.9096
2 N -1.7502 0.6992 -0.5168
3 N -1.0564 -1.5272 -0.7005
4 N 2.0634 1.6505 1.0949
5 C -0.0941 -1.3943 0.3888
6 C 1.1624 -2.2372 0.3786
7 C -0.4882 1.1010 0.0637
8 C 0.2803 0.0560 0.4815
9 C 1.2455 2.6367 0.6927
10 C -0.0205 2.4158 0.1532
11 C -1.8903 -0.5496 -0.9699
12 C 1.7692 0.3107 0.9996
13 H 3.0351 1.8165 1.5967
14 H -1.3589 -2.4287 -1.0729
15 H -0.5474 -1.6708 1.2860
16 H -0.8292 2.9966 -0.2258
17 H 1.6196 3.5961 0.7799
18 H -2.4593 1.3757 -0.7655
19 H 1.2366 -2.9746 1.2175
20 H 1.6772 -2.7359 -0.4819
21 H -2.8394 -0.8716 -1.5139

Properties
ΔE to the lowest compared entry with this formula, charge and spin	0.6609	eV
HOMO energy	-16.50	eV
LUMO	-8.28	eV
net charge	+2
electronic energy	-23729.65279	eV
gap between HOMO and LUMO	8.221	eV



Here is a 6-piece molecular cluster, C28H60F2NO23P5 overall in a non-equilibrium geometry from the OMol25 dataset. Energies are from ωB97M-V/def2-TZVPD.

Cartesian coordinates (Å):
1 P 4.2570 -2.8555 -7.0382
2 P 2.6394 4.8840 7.0935
3 P -1.5207 -4.5601 -2.4818
4 P -6.1390 -8.3466 -4.9936
5 P 4.7068 8.0913 2.0008
6 F -4.3683 1.6051 4.9507
7 F -5.2129 -0.2711 2.8193
8 O 4.0896 -1.5127 -7.9064
9 O 5.6433 7.2260 1.0216
10 O -6.1497 -9.2426 -6.3285
11 O -7.0883 -7.1068 -5.3984
12 O -0.4345 -4.1466 -3.5926
13 O -6.5231 -9.0504 -3.7270
14 O -2.9568 -4.4717 -2.9025
15 O 1.3502 3.9313 7.2744
16 O 3.6618 -2.4194 -5.6037
17 O -1.0296 -6.0240 -2.0268
18 O 3.4176 7.1387 2.1817
19 O 3.5760 4.0186 6.1143
20 O 3.2725 5.3417 8.3729
21 O -1.9444 -3.0445 3.3370
22 O 2.1074 6.0616 6.1335
23 O 4.1747 9.2689 1.0408
24 O 3.6521 -4.0959 -7.6236
25 O -1.1177 -3.6207 -1.2338
26 O -3.1575 -0.8090 3.6994
27 O -2.3550 -1.2245 1.5777
28 O -4.6609 -7.7089 -5.0010
29 O 5.3398 8.5491 3.2802
30 O 5.8451 -2.9229 -6.7837
31 N -4.0986 -0.3805 0.2948
32 C 2.5455 0.4225 3.6014
33 C -0.9308 1.8023 1.2776
34 C -7.7596 -6.4336 -4.3547
35 C 4.9781 4.1272 6.2483
36 C 1.0925 6.9108 6.6286
37 C 0.9325 4.0010 1.6013
38 C -3.7908 0.2307 2.8215
39 C 2.6650 7.2808 3.3677
40 C 6.3291 -3.8928 -5.8775
41 C -6.0489 -10.6460 -6.2023
42 C 3.8363 -1.6295 -9.2913
43 C -3.0687 0.0425 1.3635
44 C 2.0211 3.0558 2.4492
45 C 3.1279 -3.4374 -4.7842
46 C 0.5976 4.0735 8.4603
47 C 7.0455 7.3345 1.1557
48 C -3.8801 1.7078 3.5245
49 C -0.8102 -4.1855 -4.9539
50 C -1.6582 -6.6143 -0.9076
51 C -2.3407 1.3021 0.6182
52 C -0.5092 3.3975 1.0183
53 C -4.3702 -6.7020 -4.0535
54 C -4.9722 2.7310 2.7846
55 C 3.1599 10.1181 1.5359
56 C -2.4105 -1.8506 2.9411
57 C 0.1395 0.9046 2.1320
58 C -2.1365 -3.2871 -0.3151
59 C 1.5889 1.4840 2.7335
60 H -3.1368 2.1888 0.5870
61 H -1.6912 -4.8102 -5.1236
62 H -4.9415 0.2332 0.3259
63 H -2.8599 2.2874 3.5882
64 H -8.6200 -7.0222 -4.0253
65 H 5.4277 4.1416 5.2524
66 H 3.0453 -3.0545 -3.7651
67 H 5.3486 3.2525 6.7875
68 H -0.3751 3.6004 8.3124
69 H 7.3427 8.2438 1.6849
70 H -4.8001 -5.7521 -4.3815
71 H -2.7745 -2.5048 -0.7351
72 H -1.0134 -3.1670 -5.2919
73 H 4.4156 -0.8694 -9.8213
74 H 3.0550 3.4437 2.8432
75 H 2.5056 8.3348 3.6113
76 H -1.2608 -6.1767 0.0118
77 H 0.0205 -4.5897 -5.5377
78 H 3.7764 -4.3177 -4.7735
79 H -5.3929 -11.0248 -6.9900
80 H 1.6923 6.8077 3.2198
81 H -3.2867 -6.5860 -3.9806
82 H -1.4428 -7.6851 -0.9038
83 H 1.0503 7.8104 6.0106
84 H -4.4579 3.3417 1.9071
85 H 7.4160 6.4599 1.6948
86 H 1.2715 5.1075 1.4060
87 H 3.6922 0.6087 3.4416
88 H -2.1875 0.9941 -0.5217
89 H 1.1134 3.5816 9.2894
90 H 0.4383 5.1274 8.7040
91 H -7.0414 -11.0830 -6.3325
92 H -1.6704 -2.9163 0.5998
93 H 6.1619 -3.5546 -4.8516
94 H 7.4033 -4.0169 -6.0315
95 H 2.2048 0.5729 4.7355
96 H 5.2753 5.0365 6.7776
97 H -0.0730 -0.2256 2.3468
98 H -8.1080 -5.4699 -4.7314
99 H -4.3222 -1.3841 0.4947
100 H 3.3636 10.4112 2.5698
101 H -2.7460 -4.1599 -0.0659
102 H 7.4950 7.3490 0.1597
103 H 3.1807 6.7889 4.1967
104 H -5.8874 2.1522 2.3392
105 H -7.0935 -6.2551 -3.5062
106 H -5.6403 -10.9474 -5.2341
107 H 2.1968 -0.6753 3.3166
108 H 2.1936 9.6107 1.4774
109 H -5.3259 3.5130 3.6112
110 H 3.1177 11.0177 0.9180
111 H 5.8376 -4.8570 -6.0356
112 H 1.2963 7.2039 7.6625
113 H -1.1801 4.1539 0.4233
114 H 4.1120 -2.6126 -9.6823
115 H 2.7741 -1.4492 -9.4710
116 H -2.7423 -6.4741 -0.9474
117 H 2.1346 -3.7208 -5.1425
118 H 0.1262 6.4033 6.5700
119 H -4.7625 -6.9665 -3.0673

Properties
SMILES string	Cc1cccc(C[C@@]2(N)OC(=O)O[C@@]2(F)[C@@H](C)F)c1.COP(=O)(OC)OC.COP(=O)(OC)OC.COP(=O)(OC)OC.COP(=O)(OC)OC.COP(=O)(OC)OC
HOMO energy	-8.64	eV
LUMO	-0.10	eV
electronic energy	-130469.12121	eV
gap between HOMO and LUMO	8.539	eV



Here is the molecule C3H4N2O in a non-equilibrium geometry from the OMol25 dataset. Energies are from ωB97M-V/def2-TZVPD.

Cartesian coordinates (Å):
1 O 0.7995 -0.6096 1.7887
2 N -0.9636 0.5164 0.7337
3 N -1.3915 0.8118 -0.5637
4 C -0.4870 0.3094 -1.3618
5 C 0.6087 -0.2877 -0.6643
6 C 0.2308 -0.2049 0.6292
7 H 0.6500 -1.5627 1.8382
8 H 1.5386 -0.6681 -1.0479
9 H -0.6017 0.3891 -2.4368
10 H -0.3838 1.3063 1.0848

Properties
ΔE to the lowest compared entry with this formula, charge and spin	2.3894	eV
SMILES string	Oc1ccn[nH]1
HOMO energy	-9.61	eV
LUMO	0.59	eV
electronic energy	-8201.49605	eV
gap between HOMO and LUMO	10.199	eV



Here is a 2-piece molecular cluster, C5H10O overall from the OMol25 dataset. Energies are from ωB97M-V/def2-TZVPD.

Cartesian coordinates (Å):
1 O -1.6840 0.0680 2.7814
2 C -0.1792 0.5916 -0.7759
3 C 0.7607 -1.1312 1.0484
4 C 0.1037 -0.5994 0.0319
5 C 0.9523 1.2465 -1.5381
6 C -0.6922 -0.7909 -1.1864
7 H -1.7600 -0.9781 -1.0958
8 H 0.5919 1.7517 -2.4405
9 H -0.9476 1.2646 -0.3945
10 H 1.3534 -0.5112 1.7187
11 H 1.6905 0.4942 -1.8373
12 H 0.7472 -2.2011 1.2414
13 H -0.9947 0.5198 3.2822
14 H -1.1898 -0.4251 2.1115
15 H -0.2179 -1.2848 -2.0332
16 H 1.4658 1.9855 -0.9137

Properties
ΔE to the lowest compared entry with this formula, charge and spin	1.9505	eV
SMILES string	C=C1C[C@@H]1C.O
HOMO energy	-10.03	eV
LUMO	0.94	eV
electronic energy	-7392.81487	eV
gap between HOMO and LUMO	10.970	eV



Here is an isolated ion of composition C2N5 and charge -1 in a non-equilibrium geometry from the OMol25 dataset. Energies are from ωB97M-V/def2-TZVPD.

Cartesian coordinates (Å):
1 N 0.4490 -1.1210 -0.0556
2 N 1.7599 -0.7913 0.0975
3 N 0.9919 1.3512 -0.0758
4 N -2.8561 0.2542 0.1179
5 N 1.8684 0.5508 0.0832
6 C -0.4629 -0.2804 -0.1113
7 C -1.7500 0.0365 -0.0560

Properties
ΔE to the lowest compared entry with this formula, charge and spin	3.0092	eV
HOMO energy (spin up / spin down)	-3.77 / -3.77	eV
LUMO (spin up / spin down)	4.75 / 4.75	eV
net charge	-1
electronic energy	-9521.63984	eV
gap between HOMO and LUMO (spin up / spin down)	8.517 / 8.518	eV



- Among the records above, which one has the highest electronic energy?
  C5H10O



- electronic energy of number 4 (C3H4N2O)?
  -8201.49605 eV